Density functional theory data (the ωB97M-V functional and the def2-TZVPD basis) for a molecular structure, C57H59Cl3MgN13OSSe.

CARTESIAN COORDINATES (ANGSTROEM)
1 Mg -0.05 -0.11 1.63
2 C -5.90 1.70 3.74
3 C -4.51 1.13 3.76
4 C -3.48 1.75 4.46
5 C -2.18 1.27 4.44
6 C -1.84 0.12 3.71
7 N -0.53 -0.38 3.61
8 C 0.06 -0.78 4.78
9 C -0.68 -1.03 5.96
10 C -0.13 -1.54 7.11
11 C 1.22 -1.87 7.18
12 C 1.83 -2.48 8.42
13 C 1.98 -1.64 6.05
14 C 1.44 -1.08 4.89
15 N 2.38 -0.75 3.88
16 C 3.73 -0.93 3.96
17 C 4.69 -0.71 1.63
18 C 3.99 0.39 1.35
19 N 2.82 0.67 2.02
20 C -2.89 -0.48 2.99
21 C -4.19 0.00 3.02
22 N -2.60 -1.60 2.16
23 C -3.25 -2.78 2.09
24 C -2.61 -3.55 1.13
25 C -1.57 -2.74 0.68
26 N -1.58 -1.56 1.29
27 H -6.20 2.04 4.73
28 H -5.95 2.56 3.07
29 H -6.62 0.97 3.40
30 H -3.69 2.65 5.03
31 H -1.40 1.76 5.00
32 H -1.75 -0.83 5.95
33 H -0.77 -1.71 7.97
34 H 1.10 -2.52 9.23
35 H 2.17 -3.50 8.24
36 H 2.69 -1.90 8.77
37 H 3.03 -1.90 6.05
38 H 4.43 -0.33 4.53
39 H 5.57 -1.01 1.08
40 H 4.31 1.06 0.56
41 H -4.95 -0.49 2.43
42 H -4.08 -2.99 2.74
43 H -2.86 -4.55 0.84
44 H -0.81 -2.96 -0.06
45 N 4.30 -1.60 2.76
46 C 3.45 -2.77 2.41
47 C 2.20 -2.59 1.91
48 N 1.61 -1.38 1.71
49 C 2.12 -0.45 2.58
50 C 2.13 1.86 1.98
51 N 0.82 1.91 1.96
52 C 0.50 3.26 1.99
53 C 1.63 4.00 2.00
54 N 2.68 3.09 1.99
55 H 5.18 -2.01 3.08
56 H 3.90 -3.73 2.61
57 H 1.64 -3.48 1.63
58 H -0.53 3.58 1.98
59 H 1.79 5.06 2.01
60 H 3.66 3.31 2.06
61 Cl 6.10 -3.21 -8.10
62 C 5.17 -2.69 -6.75
63 C 5.50 -1.52 -6.08
64 C 4.75 -1.14 -4.98
65 C 3.67 -1.89 -4.53
66 C 2.90 -1.39 -3.32
67 C 1.53 -0.81 -3.69
68 N 1.02 -0.06 -2.56
69 C 1.10 1.30 -2.36
70 C 0.67 1.52 -1.09
71 N 0.31 0.32 -0.52
72 C 0.53 -0.60 -1.43
73 O 2.65 -2.37 -2.33
74 C 3.62 -2.43 -1.29
75 C 5.01 -2.69 -1.80
76 C 6.02 -1.78 -1.85
77 Cl 5.96 -0.13 -1.32
78 S 7.45 -2.38 -2.57
79 C 6.70 -3.90 -2.83
80 C 5.42 -3.93 -2.38
81 C 3.34 -3.04 -5.24
82 Cl 1.98 -4.03 -4.81
83 C 4.09 -3.45 -6.34
84 H 6.35 -0.93 -6.41
85 H 5.03 -0.24 -4.44
86 H 3.49 -0.58 -2.87
87 H 0.85 -1.63 -3.91
88 H 1.59 -0.16 -4.56
89 H 1.46 1.96 -3.13
90 H 0.56 2.45 -0.57
91 H 0.40 -1.66 -1.32
92 H 3.29 -3.24 -0.65
93 H 3.60 -1.50 -0.70
94 H 7.25 -4.70 -3.31
95 H 4.77 -4.79 -2.46
96 H 3.82 -4.35 -6.87
97 C -5.93 1.42 -1.52
98 C -5.92 -0.06 -1.16
99 C -4.74 -0.85 -1.74
100 C -3.37 -0.49 -1.17
101 N -2.77 0.69 -1.77
102 C -2.52 1.87 -1.15
103 Se -2.70 2.21 0.64
104 N -2.02 2.72 -2.09
105 C -1.71 4.13 -1.90
106 C -2.71 5.04 -2.59
107 C -4.11 5.01 -1.97
108 C -4.18 5.62 -0.58
109 C -1.89 2.05 -3.30
110 C -1.35 2.44 -4.52
111 C -1.29 1.49 -5.52
112 C -1.74 0.18 -5.30
113 C -2.28 -0.21 -4.09
114 C -2.34 0.75 -3.09
115 H -6.87 1.88 -1.23
116 H -5.81 1.56 -2.59
117 H -5.13 1.96 -1.00
118 H -6.84 -0.53 -1.52
119 H -5.92 -0.18 -0.07
120 H -4.73 -0.72 -2.83
121 H -4.90 -1.91 -1.56
122 H -2.68 -1.32 -1.31
123 H -3.44 -0.29 -0.10
124 H -0.70 4.29 -2.29
125 H -1.68 4.29 -0.82
126 H -2.76 4.78 -3.65
127 H -2.32 6.06 -2.54
128 H -4.46 3.97 -1.94
129 H -4.79 5.53 -2.64
130 H -3.64 5.02 0.15
131 H -5.21 5.70 -0.24
132 H -3.76 6.63 -0.58
133 H -1.00 3.45 -4.68
134 H -0.88 1.75 -6.48
135 H -1.67 -0.54 -6.11
136 H -2.63 -1.22 -3.93

Charge: +1
LUMO energy: -2.0 eV
Molecular weight: 1183.880 g mol⁻¹
HOMO-LUMO gap: 6.4 eV

Density functional theory data (the ωB97M-V functional and the def2-TZVPD basis) for a molecular structure, C57H60Br2I2KN5O4Si.

CARTESIAN COORDINATES (ANGSTROEM)
1 K -0.15 0.83 1.08
2 I -5.06 0.49 1.95
3 C -3.91 -1.30 2.02
4 I -2.46 -1.34 3.57
5 H -3.37 -1.37 1.08
6 H -4.59 -2.13 2.16
7 C 2.05 0.69 -6.44
8 O 1.17 1.61 -7.04
9 C 0.82 2.71 -6.30
10 C -0.08 3.59 -6.90
11 C -0.48 4.72 -6.22
12 C -0.02 5.00 -4.94
13 C 0.88 4.12 -4.35
14 C 1.30 2.98 -5.03
15 N -0.35 6.31 -4.44
16 N -0.40 6.61 -3.23
17 C -0.38 5.70 -2.16
18 C 0.36 6.11 -1.06
19 C 0.58 5.32 0.04
20 C -0.01 4.04 0.17
21 O 0.20 3.27 1.14
22 C -0.99 3.68 -0.89
23 N -1.73 2.57 -0.67
24 C -2.64 2.23 -1.54
25 C -2.90 2.98 -2.70
26 C -2.15 4.10 -2.95
27 C -1.14 4.49 -2.04
28 H 2.23 -0.09 -7.17
29 H 1.61 0.25 -5.54
30 H 3.00 1.17 -6.18
31 H -0.45 3.36 -7.89
32 H -1.15 5.43 -6.69
33 H 1.26 4.30 -3.35
34 H 1.98 2.30 -4.53
35 H 0.83 7.09 -1.14
36 H 1.22 5.65 0.85
37 H -3.21 1.33 -1.33
38 H -3.68 2.66 -3.38
39 H -2.35 4.70 -3.83
40 C 4.61 -4.82 5.18
41 C 5.18 -3.44 4.83
42 C 6.25 -3.60 3.74
43 C 5.88 -2.90 6.09
44 C 4.07 -2.51 4.35
45 C 3.32 -2.86 3.22
46 C 2.31 -2.05 2.79
47 Br 1.29 -2.56 1.26
48 C 1.92 -0.81 3.41
49 O 0.96 -0.13 2.94
50 C 2.70 -0.47 4.56
51 C 3.72 -1.32 4.98
52 C 2.46 0.79 5.41
53 C 3.75 1.63 5.45
54 C 1.34 1.72 4.92
55 C 2.09 0.38 6.84
56 H 5.40 -5.49 5.52
57 H 4.13 -5.27 4.31
58 H 3.85 -4.73 5.96
59 H 7.05 -4.27 4.07
60 H 6.69 -2.63 3.49
61 H 5.82 -4.01 2.83
62 H 6.67 -3.59 6.40
63 H 5.18 -2.79 6.92
64 H 6.33 -1.92 5.90
65 H 3.53 -3.77 2.68
66 H 4.28 -1.02 5.85
67 H 4.04 1.93 4.45
68 H 4.58 1.08 5.90
69 H 3.59 2.53 6.05
70 H 1.54 2.11 3.92
71 H 1.28 2.57 5.61
72 H 0.38 1.22 4.88
73 H 2.87 -0.24 7.30
74 H 1.16 -0.20 6.85
75 H 1.95 1.26 7.47
76 C 2.14 -2.11 -3.29
77 N 2.07 -0.87 -2.55
78 C 3.16 0.07 -2.66
79 C 1.01 -0.61 -1.76
80 O 0.82 0.45 -1.18
81 H 2.17 -1.92 -4.37
82 H 1.25 -2.70 -3.08
83 H 3.03 -2.69 -3.00
84 H 3.31 0.39 -3.69
85 H 4.09 -0.38 -2.30
86 H 2.92 0.94 -2.04
87 H 0.30 -1.44 -1.69
88 C -2.39 -6.79 -1.38
89 C -1.34 -5.98 -0.97
90 C -1.48 -4.60 -1.02
91 C -2.64 -3.97 -1.50
92 C -3.67 -4.82 -1.90
93 C -3.56 -6.20 -1.84
94 Si -2.60 -2.03 -1.56
95 C -1.81 -1.83 -3.31
96 C -1.55 -2.85 -4.23
97 C -1.01 -2.58 -5.49
98 C -0.75 -1.28 -5.88
99 C -1.00 -0.24 -4.99
100 C -1.50 -0.52 -3.73
101 C -4.45 -1.66 -2.01
102 C -4.87 -0.84 -3.06
103 C -6.20 -0.49 -3.24
104 C -7.17 -0.96 -2.37
105 C -6.79 -1.79 -1.32
106 C -5.45 -2.11 -1.14
107 H -2.30 -7.87 -1.33
108 H -0.42 -6.42 -0.59
109 H -0.66 -3.98 -0.66
110 H -4.59 -4.39 -2.28
111 H -4.39 -6.83 -2.16
112 H -1.77 -3.87 -3.96
113 H -0.82 -3.40 -6.17
114 H -0.36 -1.07 -6.87
115 H -0.82 0.79 -5.28
116 H -1.65 0.30 -3.04
117 H -4.13 -0.46 -3.77
118 H -6.48 0.15 -4.07
119 H -8.21 -0.69 -2.50
120 H -7.53 -2.16 -0.62
121 H -5.18 -2.75 -0.31
122 Br -1.83 5.68 7.14
123 C -2.10 4.33 5.83
124 C -3.08 3.38 6.01
125 C -3.23 2.42 5.02
126 N -2.49 2.37 3.92
127 C -1.54 3.30 3.77
128 C -1.31 4.31 4.70
129 H -3.71 3.38 6.89
130 H -3.99 1.65 5.11
131 H -0.94 3.23 2.87
132 H -0.52 5.03 4.53

Charge: -2
LUMO energy: 3.4 eV
Molecular weight: 1359.938 g mol⁻¹
HOMO-LUMO gap: 5.3 eV